(1)
# C7H13BrN3

2 unconnected molecules or ions with the total composition C7H13BrN3 (wB97M-V/def2-TZVPD, the Open Molecules 2025 dataset).

Spin multiplicity = 1
HOMO level = -12.11 eV
Relative energy (zero: lowest compared OMol25 entry of this formula, charge and spin) = 30.8 kcal/mol
Net charge = +1

Structure (XYZ):
```
24
Properties=species:S:1:pos:R:3:forces:R:3:mulliken_charge:R:1
C 3.175 1.009 -1.444 0.749 0.214 0.894 -0.365
C 3.517 0.488 -0.212 1.490 0.860 -2.483 0.040
C 1.308 0.383 -0.354 -3.301 0.143 -1.072 -0.283
C -0.785 0.193 1.878 -1.215 -2.123 1.714 -1.126
C -2.803 -0.809 0.834 1.966 -4.004 -0.790 -1.375
C -1.359 0.182 -0.584 1.667 -1.813 -1.859 -0.184
C -1.301 -0.594 0.663 -1.312 3.745 1.614 0.289
N 2.375 0.154 0.373 -1.202 -0.068 0.311 0.074
N 1.758 0.937 -1.479 3.730 0.006 0.964 0.014
N -1.362 -0.481 -1.751 -1.255 0.768 0.698 -0.288
Br 5.087 -0.056 0.595 0.429 0.310 -0.073 -0.101
H 3.808 1.546 -2.171 -0.615 -0.705 0.398 0.387
H -1.235 1.197 1.898 0.220 -0.390 0.336 0.307
H -1.118 -0.488 2.822 0.655 2.024 -1.975 0.324
H 0.287 0.234 1.912 0.303 0.305 -0.056 0.242
H -2.920 -1.454 -0.046 -1.650 0.087 0.393 0.339
H -3.328 0.048 0.837 -2.049 3.001 -0.351 0.468
H -3.042 -1.356 1.728 0.058 -0.326 0.375 0.407
H -1.673 1.210 -0.584 0.390 0.473 -0.018 0.410
H -0.828 -1.493 0.562 1.367 -2.313 -0.486 0.437
H 2.296 -0.272 1.242 0.130 -0.795 1.739 0.161
H 1.365 1.017 -2.365 -1.539 0.336 -1.100 0.251
H -1.523 -1.479 -1.709 0.715 -0.181 0.128 0.293
H -1.701 -0.116 -2.645 0.267 0.446 0.697 0.280
```
Positions in Å, forces in eV/Å.

(2)
# C16H20ClN4O4Pb

A molecular structure, C16H20ClN4O4Pb (wB97M-V/def2-TZVPD, the Open Molecules 2025 dataset).

Spin multiplicity = 1
HOMO level = -10.02 eV
Net charge = +1

Structure (XYZ):
```
46
Properties=species:S:1:pos:R:3:forces:R:3:mulliken_charge:R:1
Pb 30.934 -3.980 -0.813 -1.206 0.674 6.166 0.895
Cl 31.651 -3.225 -3.716 2.462 0.115 -3.493 1.511
O 30.461 -2.524 -4.130 4.398 -1.389 4.012 -0.628
O 32.326 -3.976 -4.729 -1.946 0.216 1.481 -0.485
O 32.457 -2.241 -3.049 -1.887 -19.253 4.666 -0.501
O 31.210 -4.144 -2.692 0.116 -3.494 -2.506 -0.565
N 32.513 -0.430 -2.998 -0.230 13.238 1.810 0.093
C 32.870 -0.141 -1.699 -0.378 0.912 -0.486 -0.485
C 32.694 1.237 -1.470 -1.108 0.042 -0.802 -0.677
C 32.098 1.803 -2.647 1.068 -1.741 0.086 -0.943
C 32.040 0.739 -3.597 0.650 -0.487 2.213 -0.272
H 32.680 -1.369 -3.331 2.482 8.320 -4.270 0.699
H 33.280 -0.880 -1.026 0.312 0.004 -0.164 0.443
H 32.918 1.745 -0.543 -0.051 0.009 -0.080 0.423
H 31.835 2.835 -2.822 -0.062 -0.139 0.069 0.430
H 31.693 0.633 -4.614 0.145 0.862 0.627 0.531
N 31.887 -1.352 -5.489 2.783 0.574 -3.045 0.150
C 31.691 -0.299 -6.335 4.087 1.444 -0.978 -0.436
C 32.959 0.247 -6.661 -1.424 -1.801 0.263 -0.617
C 33.960 -0.633 -6.111 -2.015 -0.816 0.489 -1.160
C 33.257 -1.668 -5.402 0.192 2.983 -1.745 -0.163
H 31.116 -1.918 -5.164 0.842 1.219 -1.936 0.323
H 30.665 0.002 -6.487 2.489 1.532 -1.612 0.111
H 33.052 1.114 -7.298 0.385 -0.088 0.105 0.478
H 35.014 -0.496 -6.301 -0.004 -0.318 0.386 0.433
H 33.476 -2.490 -4.737 1.630 0.991 -1.389 0.781
N 27.339 -3.431 -3.262 1.691 0.841 0.935 0.056
C 26.283 -3.838 -3.965 0.602 -1.335 -1.340 -0.409
C 26.795 -4.723 -4.941 -0.597 -0.632 1.683 -0.747
C 28.199 -4.881 -4.725 -1.049 0.667 0.818 -0.453
C 28.546 -3.945 -3.750 -2.341 -3.156 1.910 -0.963
H 27.207 -2.748 -2.529 0.463 -0.028 -0.197 0.267
H 25.347 -3.383 -3.677 -0.254 -0.480 -0.584 0.441
H 26.265 -5.126 -5.792 -0.224 -0.270 0.376 0.560
H 28.874 -5.449 -5.349 -0.029 0.100 0.047 0.363
H 29.538 -3.631 -3.461 -2.644 -1.061 0.805 0.845
N 28.623 -0.818 -7.299 0.294 -0.247 1.358 -0.060
C 27.722 -1.810 -7.450 -0.275 -1.907 0.068 -1.015
C 27.841 -2.743 -6.383 -1.052 1.562 -3.656 -0.560
C 28.843 -2.241 -5.540 -2.860 0.242 -1.840 1.310
C 29.242 -1.071 -6.101 0.520 0.005 1.513 -1.525
H 28.837 -0.126 -8.002 0.005 0.000 0.379 0.232
H 27.197 -1.854 -8.393 -0.307 -0.192 0.227 0.402
H 27.297 -3.676 -6.406 0.514 1.121 -0.373 0.322
H 29.196 -2.737 -4.648 -2.764 1.494 -2.920 0.235
H 30.135 -0.600 -5.716 -3.426 -0.332 0.922 1.330
```
Positions in Å, forces in eV/Å.

(3)
# C20H27ClN2O6S2

3 unconnected molecules or ions with the total composition C20H27ClN2O6S2 (wB97M-V/def2-TZVPD, the Open Molecules 2025 dataset).

SMILES = O=C1C=C(CCCCS(=O)(=O)Cl)C(=O)c2ccc(S)cc21.CN(C)C=O.CN(C)C=O
Spin multiplicity = 1
HOMO level = -8.70 eV

Structure (XYZ):
```
58
Properties=species:S:1:pos:R:3:forces:R:3:mulliken_charge:R:1
O 1.882 5.371 2.523 1.499 -4.090 0.365 -0.550
C 2.373 4.219 2.578 -0.337 1.277 -0.084 0.071
C 3.667 3.845 3.466 0.975 -2.144 -2.124 -0.496
C 4.587 2.910 2.899 -0.910 1.512 1.148 0.369
C 5.902 2.388 3.663 -0.857 -0.920 -0.913 -0.635
C 5.764 0.759 3.677 -0.747 0.371 0.253 -0.378
C 6.144 0.099 5.094 -0.783 -0.761 -0.936 -0.602
C 4.846 -0.694 5.668 1.445 -0.660 -0.657 -0.718
S 3.443 0.433 6.108 -0.747 3.599 5.219 1.004
O 3.837 1.891 6.105 -0.483 -3.999 -1.156 -0.489
O 2.918 0.050 7.473 1.273 -0.045 -4.095 -0.588
Cl 1.831 0.242 4.762 1.241 -0.191 0.399 -0.156
C 4.349 2.260 1.439 0.216 0.030 -1.019 0.207
O 5.279 2.039 0.630 -2.857 0.468 2.846 -0.550
C 2.803 1.948 1.106 -1.778 0.134 0.112 0.431
C 2.391 0.721 0.271 -2.031 2.570 1.618 -0.440
C 0.886 0.461 0.033 1.944 3.177 2.355 -0.495
C -0.115 1.462 0.665 2.361 0.627 -0.393 0.159
S -1.917 1.095 0.412 0.837 0.435 0.044 -0.230
C 0.288 2.725 1.479 3.284 -2.039 -1.246 -0.579
C 1.790 2.984 1.718 -0.872 -2.902 -1.707 0.470
H 3.829 4.289 4.510 -0.347 -0.586 -1.881 0.304
H 5.966 2.775 4.744 -0.197 -0.396 -1.891 0.378
H 6.827 2.618 3.040 -1.203 0.060 0.985 0.316
H 6.323 0.275 2.794 -0.716 0.853 1.490 0.467
H 4.644 0.525 3.504 1.708 0.319 0.127 0.012
H 6.531 0.855 5.860 -0.546 -1.199 -1.147 0.336
H 6.913 -0.735 4.869 -1.065 1.368 0.801 0.324
H 4.456 -1.466 4.910 0.530 1.273 1.140 0.376
H 5.169 -1.233 6.625 -1.053 0.898 -1.122 0.397
H 3.240 0.053 -0.118 -1.627 1.103 0.570 0.326
H 0.595 -0.453 -0.573 0.018 1.528 0.969 0.394
H -2.318 1.827 -0.695 0.909 -0.409 0.704 0.173
H -0.465 3.460 1.904 0.934 -1.281 -0.742 0.367
C -5.051 -3.274 -2.123 0.129 0.087 0.500 -0.984
N -4.359 -2.013 -1.910 0.556 0.155 -0.544 0.181
C -4.779 -1.167 -0.810 0.256 0.163 -0.157 -0.837
C -3.329 -1.596 -2.707 -0.141 -0.349 0.282 -0.127
O -2.710 -0.548 -2.578 -0.393 0.009 0.219 -0.581
H -6.111 -3.072 -2.302 -0.017 -0.177 -0.002 0.322
H -4.942 -3.889 -1.225 -0.180 -0.039 -0.004 0.363
H -4.644 -3.811 -2.973 -0.045 0.147 0.325 0.390
H -5.094 -0.197 -1.205 -0.021 0.029 0.206 0.293
H -3.935 -1.013 -0.133 -0.155 0.107 0.055 0.157
H -5.606 -1.628 -0.267 0.091 -0.022 -0.132 0.375
H -3.090 -2.307 -3.506 -0.003 0.056 0.275 0.541
C -5.346 -2.376 -8.127 -0.011 0.187 0.149 -0.927
N -5.039 -2.249 -6.717 0.260 -0.850 0.370 0.110
C -5.186 -0.955 -6.078 0.131 -0.083 0.293 -0.861
C -4.617 -3.306 -5.971 -0.200 0.410 -0.560 0.009
O -4.343 -3.263 -4.783 -0.198 0.062 -1.103 -0.532
H -4.696 -1.705 -8.695 -0.109 -0.083 -0.135 0.338
H -6.390 -2.097 -8.291 0.063 -0.042 -0.179 0.339
H -5.192 -3.399 -8.471 0.008 0.082 0.111 0.291
H -4.223 -0.647 -5.663 -0.142 0.127 0.046 0.284
H -5.908 -1.038 -5.261 0.075 0.160 -0.009 0.263
H -5.530 -0.210 -6.797 0.041 -0.165 0.015 0.360
H -4.538 -4.240 -6.550 -0.016 0.048 -0.053 0.259
```
Positions in Å, forces in eV/Å.